[1]
The ion C4H9NO2 with charge +1 at a distorted geometry. Source: the Open Molecules 2025 dataset; level of theory: the ωB97M-V functional and the def2-TZVPD basis.

XYZ file:
```
16
Properties=species:S:1:pos:R:3:forces:R:3
O 0.76942 0.65346 2.99845 0.13 -0.29 0.14
C 0.53183 1.52294 2.22759 0.36 0.15 -0.07
N -0.11658 1.18912 0.99129 -1.10 -0.10 0.22
C -0.29984 -0.13111 0.55013 1.03 -0.08 0.52
C 0.03831 -0.12232 -0.99436 -1.26 0.06 -1.29
C 0.40859 -1.53772 -1.41943 1.22 -0.69 -0.08
O -1.04420 0.43384 -1.71439 0.05 -0.13 0.85
H 0.76281 2.57957 2.36662 -0.17 0.16 -0.07
H -0.78049 1.86550 0.60263 0.40 0.19 -0.14
H -1.32356 -0.47778 0.69374 -0.16 -0.01 -0.24
H 0.39217 -0.79305 1.07279 -0.13 0.12 0.08
H 0.83146 0.57316 -1.21886 0.49 0.04 0.21
H 0.06125 -2.36105 -0.79422 -0.48 0.25 0.01
H 1.50410 -1.65254 -1.41117 -0.26 0.23 0.13
H 0.13437 -1.71541 -2.45823 -0.31 0.18 0.07
H -1.86965 -0.02660 -1.49259 0.17 -0.08 -0.34
```
Positions in Å, forces in eV/Å.

Results
- E_LUMO (spin up / spin down): -0.140 / -0.333 Ha
- E_tot: -9869.4293 eV
- Multiplicity: 2
- Charge: +1
- HOMO level (spin up / spin down): -0.5760 / -0.5673 hartree

These are the Löwdin partial charges, in e, on atoms 1 to 2: number 1, O, carries 0.19; number 2, C, carries -0.19

[2]
An isolated molecule of C4H9NO2S. Source: the Open Molecules 2025 dataset; level of theory: the ωB97M-V functional and the def2-TZVPD basis.

XYZ file:
```
17
Properties=species:S:1:pos:R:3:forces:R:3
O 1.66791 -1.39375 0.60790 0.00 0.03 -0.02
C 0.82208 -0.52604 0.52396 0.21 -0.21 -0.01
C -0.26939 -0.55566 -0.53204 -0.36 0.48 0.69
C 0.02861 -1.54026 -1.65521 -0.33 0.55 0.11
S -0.01897 -0.82009 -3.31445 0.18 0.10 -0.26
N 0.80468 0.49959 1.44278 -0.10 -0.03 -0.59
C -0.00597 1.67892 1.35131 -0.61 -0.03 0.66
O -1.35744 1.43801 1.77033 0.59 -0.22 -0.04
H -0.47271 0.46370 -0.86589 0.25 -0.08 -0.33
H -1.18735 -0.77000 0.02903 0.03 -0.33 -0.18
H 1.04413 -1.86407 -1.51945 0.45 -0.31 -0.08
H -0.60458 -2.41245 -1.61322 -0.22 -0.18 0.06
H -1.13023 -0.07831 -3.21570 -0.09 -0.13 0.14
H 1.59737 0.46931 2.06377 -0.04 0.14 0.10
H -0.08101 2.08654 0.34763 0.09 -0.05 -0.10
H 0.42656 2.42682 2.01089 0.24 0.14 -0.05
H -1.26367 0.89773 2.56838 -0.28 0.14 -0.11
```
Positions in Å, forces in eV/Å.

Results
- E_LUMO: 0.024 Ha
- E_tot: -20714.3753 eV
- Structure (SMILES): O=C(CCS)NCO
- HOMO level: -0.3354 hartree

These are the Löwdin partial charges, in e, on atoms 1 to 2: number 1, O, carries 0.06; number 2, C, carries -0.47

[3]
A cluster of 2 separate species, C4H9NO2S in total at a distorted geometry. Source: the Open Molecules 2025 dataset; level of theory: the ωB97M-V functional and the def2-TZVPD basis.

XYZ file:
```
17
Properties=species:S:1:pos:R:3:forces:R:3
C 0.36535 0.77963 -0.07131 -2.15 -0.64 1.29
C 1.56003 1.62919 -0.37870 -0.65 2.11 0.40
C 0.28518 -1.71095 0.44140 -3.23 -0.09 -0.88
C 0.44612 -0.63853 -0.65833 2.10 0.98 -0.24
N -0.68269 1.03691 0.67981 2.97 0.62 -1.60
O -2.63890 -1.56885 0.74289 0.15 -1.59 0.28
O -3.72559 0.60702 0.37260 -1.17 1.94 -0.08
S -2.67833 -0.31906 -0.02449 -0.28 -0.42 -0.42
H 2.42719 1.35889 0.17205 0.52 -0.42 1.30
H 1.50291 2.74881 -0.36779 -0.55 -0.96 0.52
H 1.94133 1.43362 -1.32888 0.07 -0.57 -2.07
H 0.20808 -2.69556 -0.02334 -0.15 -0.02 -0.16
H -0.74192 -1.52845 0.94775 2.45 -0.57 -0.47
H 1.07575 -1.83478 1.13848 0.86 0.69 0.61
H -0.19129 -0.65816 -1.59861 0.37 -0.44 1.34
H 1.51240 -0.65148 -1.03551 -1.10 -0.51 0.04
H -0.66562 2.01176 0.99197 -0.20 -0.11 0.13
```
Positions in Å, forces in eV/Å.

Results
- E_LUMO (spin up / spin down): 0.023 / -0.126 Ha
- E_tot: -20709.3243 eV
- Multiplicity: 3
- HOMO level (spin up / spin down): -0.2544 / -0.3924 hartree

These are the Löwdin partial charges, in e, on atoms 1 to 2: number 1, C, carries -0.37; number 2, C, carries -0.04

[4]
An isolated molecule of C4H9NO2S2 at a distorted geometry. Source: the Open Molecules 2025 dataset; level of theory: the ωB97M-V functional and the def2-TZVPD basis.

XYZ file:
```
18
Properties=species:S:1:pos:R:3:forces:R:3
C -0.03538 1.57573 -0.12669 3.07 2.12 -1.15
C -0.55871 0.33494 0.53449 -0.68 -0.45 -3.34
C -1.92091 -0.11438 -0.13895 1.00 0.00 -0.15
N -1.94606 -0.69760 -1.37041 -0.30 1.36 2.28
S -3.30827 0.20960 0.59364 -1.21 0.57 1.22
S 0.64349 -0.97065 0.21181 2.82 -2.47 -1.47
C 2.27990 -0.42114 0.79835 -1.98 -1.86 -0.01
O 0.37429 -2.23203 0.86514 -0.72 1.02 0.68
O 0.84565 -1.15624 -1.24403 -0.82 1.24 1.21
H 0.33277 1.36029 -1.15848 0.64 -0.31 0.91
H 0.76574 2.21050 0.49548 -1.44 -1.91 -1.26
H -0.65791 2.36773 -0.47281 -1.79 0.30 0.72
H -0.59775 0.57201 1.53876 -0.74 -0.45 2.27
H -1.07271 -1.05825 -1.66878 0.57 -0.89 -1.16
H -2.91197 -0.97506 -1.53822 0.76 -0.40 -0.77
H 2.97483 -1.14379 0.43000 0.19 -0.70 -0.16
H 2.50696 0.48171 0.41015 0.65 3.00 -1.50
H 2.28605 -0.34336 1.84057 -0.03 -0.19 1.69
```
Positions in Å, forces in eV/Å.

Results
- E_LUMO: 0.012 Ha
- E_tot: -31547.9033 eV
- Structure (SMILES): C[C@@H](C(N)=S)S(C)(=O)=O
- HOMO level: -0.3232 hartree

These are the Löwdin partial charges, in e, on atoms 1 to 2: number 1, C, carries -0.12; number 2, C, carries -0.40

[5]
A cluster of 2 separate species, C4H9NO3 in total at a distorted geometry. Source: the Open Molecules 2025 dataset; level of theory: the ωB97M-V functional and the def2-TZVPD basis.

XYZ file:
```
17
Properties=species:S:1:pos:R:3:forces:R:3
C 0.89242 2.09382 0.61413 -0.14 -1.79 5.92
N -0.24042 1.23348 0.86630 -1.29 0.20 -3.40
C -0.79679 0.80506 2.01300 2.80 0.91 2.65
O -1.72284 0.04278 2.14529 -0.16 0.86 0.69
C -0.92822 0.95588 -0.42143 -1.42 0.66 -0.74
C -1.43261 -0.41973 -0.44462 -1.63 -3.74 0.08
O -1.64522 -1.09914 -1.43109 0.62 1.10 -0.66
H 1.76568 1.52232 0.68859 1.56 -0.77 -0.55
H 0.82200 2.66514 -0.17799 -0.61 2.29 -4.35
H 0.96939 2.78964 1.42558 0.09 0.55 0.75
H -0.08580 1.21208 2.95201 -1.82 -0.87 -1.89
H -0.31313 1.07005 -1.37984 -0.54 0.24 1.68
H -1.92470 1.57178 -0.54308 1.90 -0.62 0.25
H -1.75316 -0.94549 0.48932 0.66 0.97 -0.43
O 2.32793 -4.81792 -2.18127 0.74 -1.11 0.30
H 1.59047 -4.45894 -1.72326 -1.02 0.39 0.68
H 2.47500 -4.22083 -2.89165 0.26 0.72 -0.98
```
Positions in Å, forces in eV/Å.

Results
- E_LUMO: 0.017 Ha
- E_tot: -11924.3796 eV
- Structure (SMILES): CN(C=O)CC=O.O
- HOMO level: -0.3416 hartree

These are the Löwdin partial charges, in e, on atoms 1 to 2: number 1, C, carries -0.04; number 2, N, carries -0.13

[6]
An isolated molecule of C4H9NO3 at a distorted geometry. Source: the Open Molecules 2025 dataset; level of theory: the ωB97M-V functional and the def2-TZVPD basis.

XYZ file:
```
17
Properties=species:S:1:pos:R:3:forces:R:3
O -2.95441 -0.32167 0.38529 0.98 0.31 0.70
C -1.94382 0.62782 0.13266 -4.26 3.39 -0.71
O -1.81335 1.63605 0.85467 -0.16 -1.85 -0.13
C -0.48005 -0.23885 0.21601 4.74 -4.09 -0.17
C 0.56388 0.67963 -0.43242 -1.36 1.24 -1.16
C 1.96223 0.12322 -0.33733 0.18 -0.73 0.60
O 2.32382 0.09582 1.05063 0.03 -0.15 0.10
N -0.53759 -1.41478 -0.46349 0.05 1.99 0.46
H -2.03780 0.88429 -0.95226 0.93 -0.56 -0.04
H -0.32847 -0.32264 1.29379 -0.25 0.12 0.07
H 0.45126 1.68660 0.00727 0.23 -0.38 -0.16
H 0.25022 0.71227 -1.49937 0.48 0.24 0.46
H 2.69976 0.72279 -0.88827 -0.36 -0.02 -0.04
H 1.93410 -0.90325 -0.73826 0.21 0.36 -0.04
H 2.92849 -0.63209 1.24935 -0.16 0.27 -0.30
H -2.60362 -1.12378 -0.03368 -0.50 -0.04 -0.06
H -0.41466 -2.21144 0.15541 -0.78 -0.09 0.42
```
Positions in Å, forces in eV/Å.

Results
- E_LUMO: -0.094 Ha
- E_tot: -11922.0635 eV
- HOMO level: -0.3648 hartree

These are the Löwdin partial charges, in e, on atoms 1 to 2: number 1, O, carries 0.04; number 2, C, carries -0.53

Q: Which of these has the lowest E_tot?
A: C4H9NO2S2

Q: The lowest E_tot belongs to which entry?
A: C4H9NO2S2

Q: Look up the E_tot of the third one.
A: -20709.3243 eV